{
  "formula": "C5H8N",
  "method": "ωB97M-V with the def2-TZVPD basis set",
  "charge": 1,
  "total_energy_ev": -6792.1830,
  "max_force_ev_per_a": 4.91,
  "e_above_lowest_kcal_mol": 136.2,
  "orbital_gap_ha": 0.34268,
  "species": ["C", "C", "C", "C", "C", "N", "H", "H", "H", "H", "H", "H", "H", "H"],
  "positions_angstrom": [[-0.5072, -0.3840, -0.4762], [-0.8806, 0.5738, 0.5152], [-1.3454, -1.2779, -1.3590], [0.5546, 0.7981, 0.2092], [1.6375, 0.3567, 1.0631], [0.1778, -1.0540, -1.3083], [-1.5803, 1.2780, 0.1555], [-1.1646, 0.1036, 1.4485], [-1.6977, -2.2855, -1.1482], [-1.8471, -0.7913, -2.2473], [0.9066, 1.5189, -0.5020], [1.8336, 1.3602, 1.4183], [2.4111, 0.1406, 0.4329], [1.5017, -0.3372, 1.7981]],
  "nbo_charge": [0.091, -0.410, -0.200, 0.189, -0.641, -0.158, 0.291, 0.300, 0.244, 0.219, 0.266, 0.295, 0.260, 0.254]
}

=====

{
  "formula": "C2H4N6O",
  "method": "ωB97M-V with the def2-TZVPD basis set",
  "charge": 0,
  "total_energy_ev": -13120.6272,
  "smiles": "N/N=c1/nn[nH]nc1O",
  "max_force_ev_per_a": 7.21,
  "e_above_lowest_kcal_mol": 97.9,
  "orbital_gap_ha": 0.32260,
  "species": ["C", "C", "H", "H", "H", "H", "N", "N", "N", "N", "N", "N", "O"],
  "positions_angstrom": [[-0.0423, 0.7344, -0.1495], [-0.1539, -0.7979, -0.2867], [-2.2851, 1.2118, -2.0759], [-0.9679, 0.9493, -3.1244], [0.4264, -1.5527, 2.6779], [-0.7025, -0.8360, -2.0750], [-1.2519, 0.7898, -1.9558], [-0.4250, 1.5242, -1.1177], [1.0456, 1.1190, 0.7993], [1.0732, 0.4955, 1.9590], [0.5581, -0.7795, 1.9650], [-0.0378, -1.3728, 0.9338], [-0.2536, -1.4782, -1.3587]],
  "nbo_charge": [0.267, 0.486, 0.392, 0.362, 0.444, 0.523, -0.743, -0.313, -0.248, 0.025, -0.216, -0.341, -0.638]
}

=====

{
  "formula": "C7H2O",
  "method": "ωB97M-V with the def2-TZVPD basis set",
  "s_squared": 2.02,
  "multiplicity": 3,
  "charge": 0,
  "total_energy_ev": -9328.4484,
  "max_force_ev_per_a": 4.46,
  "orbital_gap_ha": [0.18295, 0.20367],
  "species": ["C", "C", "C", "C", "C", "C", "C", "O", "H", "H"],
  "positions_angstrom": [[1.1102, 1.2837, 0.1257], [0.4382, 1.4257, -0.9257], [1.0658, 0.4364, 1.2089], [-0.5496, 0.5863, -1.4032], [0.2094, -0.5356, 0.7109], [-0.5610, -0.4417, -0.4614], [-0.7321, -1.5644, 0.3578], [-1.2908, -2.5883, 0.5497], [1.5396, 0.5703, 2.1123], [-1.2296, 0.8275, -2.2749]],
  "mulliken_spin": [0.288, 0.471, 0.471, 0.463, 0.010, 0.083, 0.040, 0.102, 0.041, 0.031]
}

=====

{
  "formula": "C3H9N2O",
  "method": "ωB97M-V with the def2-TZVPD basis set",
  "charge": 1,
  "total_energy_ev": -8277.7539,
  "smiles": "C[C@H]([NH3+])C(N)=O",
  "max_force_ev_per_a": 5.11,
  "e_above_lowest_kcal_mol": 30.4,
  "orbital_gap_ha": 0.41194,
  "species": ["N", "C", "C", "C", "N", "O", "H", "H", "H", "H", "H", "H", "H", "H", "H"],
  "positions_angstrom": [[-0.6112, -1.3832, -1.1057], [-0.6339, 0.1717, -0.4840], [-1.7211, 0.1966, 0.6315], [0.7899, 0.3175, 0.1243], [1.1016, 1.5145, 0.6637], [1.4369, -0.7102, 0.2974], [-1.2807, -1.1711, -1.9657], [-0.9344, -2.0883, -0.4329], [0.3260, -1.6056, -1.3272], [-0.7162, 0.7858, -1.3811], [-1.3896, -0.6147, 1.3180], [-2.6759, 0.1887, 0.1536], [-1.6282, 1.1583, 1.2115], [2.0493, 1.6684, 1.0589], [0.7112, 2.3263, 0.4489]],
  "nbo_charge": [-0.720, -0.075, -0.638, 0.636, -0.778, -0.600, 0.457, 0.451, 0.458, 0.233, 0.243, 0.244, 0.265, 0.432, 0.394]
}

=====

{
  "formula": "C5H10O2",
  "method": "ωB97M-V with the def2-TZVPD basis set",
  "charge": 0,
  "total_energy_ev": -9437.7881,
  "max_force_ev_per_a": 0.40,
  "e_above_lowest_kcal_mol": 121.2,
  "orbital_gap_ha": 0.32796,
  "species": ["O", "C", "C", "C", "C", "O", "C", "H", "H", "H", "H", "H", "H", "H", "H", "H", "H"],
  "positions_angstrom": [[-1.4615, 0.0922, -2.1574], [-0.2162, 0.6466, -1.7675], [0.1689, 0.3250, -0.3489], [0.3778, -1.0621, 0.2112], [-0.0647, -0.8518, 1.7209], [-0.5497, 0.4717, 1.8340], [0.7005, 1.2581, 0.5702], [-1.3560, -0.8658, -2.1986], [0.5706, 0.3331, -2.4727], [-0.3217, 1.7320, -1.8764], [-0.8280, 0.5519, 0.5784], [-0.2466, -1.8096, -0.2941], [1.4162, -1.4112, 0.1676], [0.7797, -1.0043, 2.4051], [-0.8582, -1.5534, 1.9978], [1.5376, 1.0518, 1.2386], [0.4676, 2.3160, 0.4505]],
  "nbo_charge": [-0.711, -0.052, -0.396, -0.450, -0.089, -0.672, -0.062, 0.462, 0.161, 0.185, 0.451, 0.204, 0.207, 0.170, 0.187, 0.196, 0.211]
}

=====

{
  "formula": "C35H52BrN3OP2Pd",
  "method": "ωB97M-V with the def2-TZVPD basis set",
  "charge": 0,
  "total_energy_ev": -135740.7453,
  "max_force_ev_per_a": 7.12,
  "orbital_gap_ha": [0.13059, 0.13140],
  "species": ["C", "C", "C", "C", "N", "C", "C", "C", "C", "C", "C", "C", "C", "C", "Pd", "P", "H", "H", "H", "H", "H", "H", "H", "H", "C", "C", "H", "H", "H", "H", "H", "C", "C", "H", "H", "H", "H", "H", "C", "C", "H", "H", "H", "H", "H", "Br", "P", "C", "C", "H", "H", "H", "H", "H", "C", "C", "H", "H", "H", "H", "H", "C", "C", "H", "H", "H", "H", "H", "C", "C", "N", "C", "C", "C", "O", "C", "C", "C", "C", "N", "C", "H", "H", "H", "H", "H", "H", "H", "H", "H", "H", "H", "H", "H", "H"],
  "positions_angstrom": [[-7.4038, 1.8005, -2.4174], [-6.3634, 2.7579, -2.1088], [-6.7340, 4.1180, -2.4033], [-7.9721, 4.4424, -3.0076], [-8.8507, 3.4806, -3.2805], [-8.6247, 2.1968, -3.0183], [-5.0245, 2.4174, -1.6317], [-3.9160, 1.8535, -1.3484], [-2.7999, 0.9749, -1.0441], [-2.7076, -0.2605, -0.3174], [-1.4949, -0.8509, -0.0842], [-0.2353, -0.4678, -0.6945], [-0.4427, 0.5471, -1.7206], [-1.6597, 1.2923, -1.8416], [-2.5102, 2.8772, -0.6643], [0.4151, 0.4556, 2.5680], [-6.0479, 4.9369, -2.2320], [-7.2818, 0.7330, -2.2616], [-8.2462, 5.4823, -3.2758], [-9.4205, 1.4678, -3.2953], [-1.8423, 1.7394, -2.8519], [-3.5937, -0.8060, -0.0400], [0.3000, 0.8286, -2.4720], [-1.4192, -1.7451, 0.5213], [1.8832, 0.1783, 3.6044], [2.0498, 1.0957, 4.7915], [2.7822, 0.2506, 2.9790], [1.7466, -0.8684, 3.9067], [3.0249, 0.8139, 5.2025], [2.1099, 2.1553, 4.5122], [1.2747, 0.9564, 5.5556], [-0.3805, 1.9940, 2.8954], [-1.7975, 1.9833, 3.4743], [-0.4139, 2.5917, 1.9746], [0.3097, 2.4458, 3.6275], [-2.1806, 3.0089, 3.3870], [-2.4700, 1.3176, 2.9180], [-1.8133, 1.7189, 4.5401], [-0.6575, -0.8523, 3.0941], [-0.7784, -0.9211, 4.6093], [-0.2569, -1.7938, 2.6981], [-1.6220, -0.6639, 2.6165], [-1.5979, -1.6161, 4.8058], [0.1254, -1.3192, 5.0798], [-1.0188, 0.0294, 5.0996], [1.2495, -0.1053, 0.7827], [1.4441, 2.9962, -0.6417], [2.0447, 3.2782, 1.2175], [3.0198, 4.3187, 1.7607], [2.3642, 2.2756, 1.5732], [1.0889, 3.4611, 1.7399], [2.6931, 4.4863, 2.8055], [4.0608, 3.9503, 1.7972], [2.9738, 5.2793, 1.2288], [2.7432, 2.0007, -1.7336], [3.9833, 2.5938, -2.4100], [2.1199, 1.5678, -2.5376], [3.0142, 1.1327, -1.0921], [4.6572, 1.7383, -2.6089], [3.6805, 3.0103, -3.3872], [4.5149, 3.3545, -1.8228], [0.3821, 4.1368, -1.5822], [0.5904, 5.6553, -1.7196], [-0.6952, 4.2523, -1.1498], [0.2745, 3.6935, -2.6036], [-0.2765, 5.9487, -2.3468], [0.4437, 6.0632, -0.7125], [1.5356, 6.0097, -2.1473], [1.2260, -7.9024, 0.6458], [2.4873, -7.1880, 0.2470], [2.2758, -5.7847, -0.0880], [3.4860, -4.9155, 0.0883], [4.3447, -4.7511, -1.1431], [1.4152, -5.5979, -1.1642], [0.8397, -6.5360, -1.7194], [1.1240, -4.1948, -1.6357], [0.9441, -3.9865, -3.0229], [0.9316, -2.6598, -3.4571], [1.1053, -1.6444, -2.5378], [0.7454, -1.8709, -1.2694], [0.9749, -3.1149, -0.7624], [0.6907, -7.3559, 1.4186], [1.4869, -8.8842, 1.0376], [0.5788, -8.0232, -0.2194], [3.2261, -7.2017, 1.0437], [2.8973, -7.7018, -0.6308], [3.1564, -3.9389, 0.4685], [4.0397, -5.4067, 0.8920], [3.8967, -4.0202, -1.8213], [5.3339, -4.3886, -0.8518], [4.4797, -5.7035, -1.6686], [0.8141, -4.8336, -3.7132], [0.7396, -2.3986, -4.4917], [1.3226, -0.6101, -2.8214], [1.0876, -3.2615, 0.3165]],
  "mulliken_charge": [-0.188, 0.502, -0.520, -0.252, -0.593, -0.318, -0.168, -0.379, 0.698, -1.759, -0.786, 1.857, -1.284, -0.464, 0.050, 1.380, 0.384, 0.411, 0.323, 0.334, 0.282, 0.502, 0.387, 0.764, -1.216, -1.387, 0.588, 0.647, 0.436, 0.278, 0.283, 0.329, -1.629, -0.245, 0.418, 0.466, 0.281, 0.353, -0.684, -1.278, 0.397, 0.362, 0.448, 0.326, 0.195, -0.171, 0.752, 0.590, -1.534, -0.283, -0.009, 0.401, 0.352, 0.332, -0.036, -1.370, 0.104, 0.171, 0.380, 0.315, 0.310, 0.193, -1.430, -0.486, 0.422, 0.393, 0.329, 0.347, -1.342, -0.278, 0.213, -0.503, -1.077, 0.175, -0.683, 0.249, -0.804, -0.862, -0.369, 0.504, -0.560, 0.292, 0.425, 0.308, 0.426, 0.271, 0.117, 0.545, 0.214, 0.401, 0.304, 0.382, 0.378, 0.134, 0.539]
}